P.
{"formula": "C15H22O5", "method": "ωB97M-V/def2-TZVPD", "total_charge": 0, "lumo_energy_ev": 0.38, "molar_mass_g_mol": 282.34, "elements": ["C", "H", "H", "H", "C", "C", "H", "H", "H", "C", "O", "C", "C", "H", "C", "H", "C", "C", "O", "C", "C", "O", "C", "C", "H", "H", "H", "C", "H", "H", "H", "H", "H", "C", "O", "O", "H", "H", "H", "H", "H", "H"], "coordinates": [[2.598, -1.639, -4.017], [2.260, -1.923, -5.011], [3.454, -2.256, -3.752], [2.911, -0.598, -4.048], [1.470, -1.821, -3.006], [0.941, -3.252, -3.024], [0.536, -3.493, -4.004], [1.743, -3.952, -2.803], [0.154, -3.385, -2.285], [0.323, -0.846, -3.312], [0.692, 0.521, -3.316], [1.009, 1.100, -2.082], [-0.206, 1.287, -1.149], [-1.089, 1.475, -1.773], [-0.461, 0.158, -0.141], [0.434, -0.452, -0.010], [-0.811, 0.880, 1.163], [-2.325, 0.969, 1.369], [-3.109, 0.539, 0.565], [-2.719, 1.632, 2.656], [-2.052, 0.940, 3.834], [-2.678, 0.465, 4.740], [-0.544, 0.919, 3.720], [0.091, 0.201, 4.906], [1.175, 0.223, 4.831], [-0.241, -0.834, 4.945], [-0.206, 0.685, 5.833], [-0.153, 0.248, 2.398], [0.933, 0.298, 2.286], [-0.440, -0.806, 2.434], [-0.205, 1.960, 3.692], [-3.804, 1.621, 2.768], [-2.349, 2.661, 2.633], [-0.315, 2.311, 0.903], [-0.252, 3.190, 1.716], [0.017, 2.464, -0.368], [-1.286, -0.480, -0.458], [1.800, 0.547, -1.558], [1.387, 2.096, -2.326], [-0.036, -1.024, -4.329], [-0.509, -1.019, -2.617], [1.859, -1.611, -2.004]]}

Q.
{"formula": "C15H22O5", "method": "ωB97M-V/def2-TZVPD", "total_charge": 0, "lumo_energy_ev": 0.75, "molar_mass_g_mol": 282.34, "elements": ["C", "H", "O", "C", "O", "C", "H", "H", "H", "C", "C", "C", "H", "C", "O", "H", "C", "O", "C", "C", "C", "C", "C", "C", "C", "H", "H", "H", "H", "H", "H", "H", "H", "H", "H", "O", "H", "H", "H", "H", "H", "H"], "coordinates": [[-4.068, -2.627, -0.775], [-4.635, -1.981, -0.100], [-2.692, -2.626, -0.440], [-2.142, -1.366, -0.170], [-2.743, -0.747, 0.935], [-2.450, -1.369, 2.169], [-2.740, -2.423, 2.159], [-1.380, -1.294, 2.392], [-3.023, -0.835, 2.924], [-2.228, -0.382, -1.345], [-1.299, 0.783, -1.099], [-1.728, 1.916, -0.274], [-2.754, 1.897, 0.094], [-0.784, 2.700, 0.624], [-1.255, 4.009, 0.854], [-2.212, 3.986, 0.971], [0.626, 2.829, 0.045], [1.307, 1.615, 0.241], [2.616, 1.625, -0.280], [3.254, 0.269, -0.135], [2.536, -0.818, 0.340], [3.139, -2.060, 0.452], [4.465, -2.225, 0.090], [5.187, -1.142, -0.384], [4.586, 0.098, -0.496], [5.150, 0.942, -0.867], [6.222, -1.265, -0.668], [4.935, -3.193, 0.176], [2.571, -2.900, 0.822], [1.505, -0.679, 0.625], [2.593, 1.905, -1.348], [3.225, 2.382, 0.242], [0.561, 3.082, -1.023], [1.132, 3.653, 0.567], [-0.713, 2.151, 1.579], [-1.618, 2.022, -1.665], [-0.243, 0.534, -1.105], [-3.251, -0.017, -1.438], [-1.945, -0.902, -2.262], [-1.083, -1.589, 0.048], [-4.224, -2.304, -1.809], [-4.403, -3.656, -0.665]]}

Quick one: most stable of them? P

P.
{"formula": "C4H9N4O", "method": "ωB97M-V/def2-TZVPD", "total_charge": 1, "lumo_energy_ev": -3.52, "molar_mass_g_mol": 129.14, "elements": ["C", "C", "C", "C", "N", "N", "N", "N", "O", "H", "H", "H", "H", "H", "H", "H", "H", "H"], "coordinates": [[-1.145, 0.856, 0.091], [2.003, 0.666, 1.196], [1.336, 0.207, 0.051], [0.355, -0.623, -1.928], [-1.442, 1.991, -0.096], [-1.540, -0.051, 0.931], [0.378, 0.148, -0.691], [-1.262, -1.449, 0.729], [2.471, -0.352, 0.405], [2.544, 1.586, 1.253], [1.751, 0.382, 2.224], [-0.623, -1.080, -1.987], [0.456, 0.013, -2.956], [1.125, -1.368, -1.879], [-1.167, 2.702, -0.590], [-2.426, 0.203, 1.393], [-1.997, -2.006, 0.351], [-0.815, -1.826, 1.503]]}

Q.
{"formula": "C4H9N4O", "method": "ωB97M-V/def2-TZVPD", "total_charge": 1, "lumo_energy_ev": -4.08, "molar_mass_g_mol": 129.14, "elements": ["C", "C", "C", "C", "N", "N", "N", "N", "O", "H", "H", "H", "H", "H", "H", "H", "H", "H"], "coordinates": [[-2.851, -0.945, -0.174], [-2.809, 0.093, 0.921], [3.630, -0.766, 0.259], [-1.375, 0.642, -0.753], [-2.021, -0.419, -1.229], [2.336, -0.437, 0.216], [1.532, -0.447, -0.775], [-1.857, 1.034, 0.408], [-3.296, -2.039, -0.139], [-3.729, 0.531, 1.115], [-2.518, -0.377, 1.827], [4.112, -0.675, 1.215], [3.922, -1.198, -0.618], [-1.876, -0.805, -2.120], [1.926, -0.982, -1.558], [-0.452, 1.117, -1.189], [1.806, 0.061, 0.897], [-1.525, 1.896, 0.963]]}

Quick one: most stable of them? Q

P.
{"formula": "C6H6OS", "method": "ωB97M-V/def2-TZVPD", "total_charge": 0, "lumo_energy_ev": 0.90, "molar_mass_g_mol": 126.18, "elements": ["C", "C", "C", "C", "C", "C", "H", "H", "H", "H", "H", "H", "O", "S"], "coordinates": [[0.015, -1.734, 0.879], [1.221, -1.188, 0.738], [1.061, 0.335, -1.091], [-0.020, 1.093, -1.261], [-0.924, 1.461, -0.172], [-1.559, 0.591, 0.610], [-0.022, -2.671, 1.392], [2.117, -1.657, 1.166], [1.681, 0.021, -1.946], [-0.272, 1.470, -2.271], [-1.083, 2.536, 0.034], [-2.210, 0.927, 1.414], [1.563, -0.006, 0.146], [-1.571, -1.179, 0.361]]}

Q.
{"formula": "C6H6OS", "method": "ωB97M-V/def2-TZVPD", "total_charge": 0, "lumo_energy_ev": -0.78, "molar_mass_g_mol": 126.18, "elements": ["C", "C", "C", "C", "C", "C", "H", "H", "H", "H", "H", "H", "O", "S"], "coordinates": [[2.068, -0.643, 0.419], [0.551, -0.133, 0.060], [-0.567, 0.589, 1.034], [-0.889, 1.086, -0.432], [-1.339, -0.273, -1.122], [-0.434, -1.080, -0.662], [2.817, -0.067, -0.120], [0.121, 1.337, 1.511], [-1.453, 0.265, 1.579], [-1.100, 2.267, -0.656], [-2.169, -0.523, -1.600], [-0.351, -2.092, -0.804], [0.449, 1.085, -0.782], [2.297, -1.818, 1.574]]}

R.
{"formula": "C6H6OS", "method": "ωB97M-V/def2-TZVPD", "total_charge": 0, "lumo_energy_ev": -1.55, "molar_mass_g_mol": 126.18, "elements": ["C", "C", "C", "C", "C", "C", "O", "S", "H", "H", "H", "H", "H", "H"], "coordinates": [[-0.205, 1.425, 1.269], [-0.404, 2.014, 0.064], [-0.039, -0.048, 1.104], [0.097, -0.332, -0.189], [-0.298, 1.021, -0.953], [0.319, -1.547, -0.857], [0.296, -2.591, 0.065], [-0.721, 1.124, -2.520], [-0.120, 1.978, 2.142], [-0.567, 3.070, 0.059], [0.116, -0.712, 1.877], [1.221, -1.496, -1.446], [-0.358, -1.791, -1.530], [0.663, -2.116, 0.915]]}

Quick one: most stable of them? P

P.
{"formula": "C2H7N4O", "method": "ωB97M-V/def2-TZVPD", "total_charge": 1, "lumo_energy_ev": -6.03, "molar_mass_g_mol": 103.10, "elements": ["C", "C", "N", "N", "N", "N", "O", "H", "H", "H", "H", "H", "H", "H"], "coordinates": [[-0.668, -1.036, -1.629], [-0.489, -1.130, -3.125], [-1.749, -1.291, -1.040], [0.473, -0.389, -1.073], [1.318, 1.015, 0.494], [0.528, 0.105, 0.117], [0.552, -0.696, -3.498], [2.034, -2.631, 1.170], [-1.410, -1.602, -3.611], [-1.879, -1.247, -0.017], [1.000, 0.081, -1.855], [1.820, 1.671, -0.214], [1.039, 1.463, 1.341], [1.867, -1.876, 0.865]]}

Q.
{"formula": "C2H7N4O", "method": "ωB97M-V/def2-TZVPD", "total_charge": 1, "lumo_energy_ev": -3.84, "molar_mass_g_mol": 103.10, "elements": ["C", "C", "N", "N", "N", "N", "O", "H", "H", "H", "H", "H", "H", "H"], "coordinates": [[-0.230, -0.520, -0.805], [-0.172, -0.120, 0.586], [0.390, 0.371, -1.532], [-0.104, 1.496, 0.494], [0.580, 2.102, 1.449], [-0.827, -1.593, -1.343], [0.807, 1.415, -0.761], [-1.027, -0.575, 1.180], [0.874, -0.482, 0.862], [0.244, 0.542, -2.471], [1.396, 1.744, 1.877], [0.418, 3.095, 1.670], [-1.279, -2.289, -0.816], [-0.514, -1.816, -2.317]]}

Quick one: most stable of them? Q

P.
{"formula": "C2H4N4", "method": "ωB97M-V/def2-TZVPD", "total_charge": 0, "lumo_energy_ev": 0.51, "molar_mass_g_mol": 84.08, "elements": ["C", "C", "H", "H", "H", "H", "N", "N", "N", "N"], "coordinates": [[0.543, -1.282, -0.118], [-0.006, 0.111, -0.228], [1.424, -1.226, 0.500], [0.796, -1.684, -1.116], [-0.187, -2.020, 0.283], [-0.980, 0.140, 1.561], [0.259, 0.983, -1.213], [-0.303, 2.151, -0.787], [-0.860, 2.038, 0.385], [-0.687, 0.790, 0.733]]}

Q.
{"formula": "C2H4N4", "method": "ωB97M-V/def2-TZVPD", "total_charge": 0, "lumo_energy_ev": 1.00, "molar_mass_g_mol": 84.08, "elements": ["C", "C", "N", "N", "N", "N", "H", "H", "H", "H"], "coordinates": [[-1.499, -0.543, -0.556], [-0.902, -1.534, 0.320], [1.779, 1.671, 0.689], [1.569, 2.087, 1.708], [2.107, 1.407, -0.419], [-0.052, -0.846, -0.288], [-1.891, -0.823, -1.525], [-1.901, 0.367, -0.135], [-1.043, -2.311, 1.031], [1.833, 0.524, -0.826]]}

R.
{"formula": "C2H4N4", "method": "ωB97M-V/def2-TZVPD", "total_charge": 0, "lumo_energy_ev": 0.98, "molar_mass_g_mol": 84.08, "elements": ["N", "C", "C", "N", "N", "N", "H", "H", "H", "H"], "coordinates": [[1.886, 0.104, 0.188], [0.480, -0.050, 0.094], [-0.585, 0.783, -0.235], [-1.684, -0.040, -0.050], [-1.327, -1.241, 0.394], [-0.037, -1.264, 0.460], [2.372, 0.610, -0.548], [2.293, -0.824, 0.285], [-0.695, 1.818, -0.598], [-2.702, 0.099, 0.007]]}

S.
{"formula": "C2H4N4", "method": "ωB97M-V/def2-TZVPD", "total_charge": 0, "lumo_energy_ev": 0.64, "molar_mass_g_mol": 84.08, "elements": ["N", "C", "C", "N", "N", "N", "H", "H", "H", "H"], "coordinates": [[-0.185, -1.622, 0.396], [-0.459, -0.349, 0.183], [-1.147, 0.573, -0.454], [-0.204, 1.404, -1.121], [0.924, 1.537, -0.560], [1.273, 0.637, 0.300], [0.731, -1.795, 0.775], [-0.722, -2.404, 0.045], [-2.182, 0.918, -0.487], [1.971, 1.101, 0.923]]}

Quick one: most stable of them? R

P.
{"formula": "CH4ClOP", "method": "ωB97M-V/def2-TZVPD", "total_charge": 0, "lumo_energy_ev": 0.49, "molar_mass_g_mol": 98.47, "elements": ["C", "O", "P", "Cl", "H", "H", "H", "H"], "coordinates": [[-0.374, 0.488, -0.538], [-1.625, -0.109, -0.016], [1.443, -0.754, 0.239], [0.605, -0.943, 2.012], [-0.418, 1.520, -0.271], [-0.492, 0.422, -1.670], [-1.460, -0.964, -0.389], [2.321, 0.340, 0.633]]}

Q.
{"formula": "CH4ClOP", "method": "ωB97M-V/def2-TZVPD", "total_charge": 0, "lumo_energy_ev": 0.70, "molar_mass_g_mol": 98.47, "elements": ["C", "O", "P", "Cl", "H", "H", "H", "H"], "coordinates": [[-0.333, -0.619, -0.081], [-0.059, -0.847, 1.253], [0.840, 1.194, -0.985], [1.039, 2.237, 0.676], [-1.296, -0.353, -0.279], [-0.172, -1.526, -0.720], [0.479, -1.608, 1.283], [-0.497, 1.521, -1.146]]}

R.
{"formula": "CH4ClOP", "method": "ωB97M-V/def2-TZVPD", "total_charge": 0, "lumo_energy_ev": [-0.94, 0.67], "molar_mass_g_mol": 98.47, "elements": ["C", "O", "P", "Cl", "H", "H", "H", "H"], "coordinates": [[1.158, 0.099, -0.640], [1.736, 0.167, 0.559], [-1.920, -1.090, 0.021], [-2.624, 0.782, -0.148], [1.350, -0.805, -1.186], [0.584, 0.899, -1.053], [1.490, 0.979, 1.024], [-1.774, -1.031, 1.423]]}

Quick one: most stable of them? Q

P.
{"formula": "C2H11N3", "method": "ωB97M-V/def2-TZVPD", "total_charge": 0, "lumo_energy_ev": 1.07, "molar_mass_g_mol": 77.13, "elements": ["C", "N", "H", "H", "H", "H", "H", "N", "C", "N", "H", "H", "H", "H", "H", "H"], "coordinates": [[-2.756, -1.659, 2.010], [-1.323, -1.926, 2.218], [-2.988, -0.630, 2.255], [-3.359, -2.270, 2.677], [-3.068, -1.881, 0.987], [-0.881, -2.149, 1.348], [-1.141, -2.697, 2.842], [0.847, 1.615, -2.356], [2.113, 1.744, -1.692], [2.301, 0.710, -0.671], [0.894, 1.054, -3.188], [0.360, 2.487, -2.486], [2.974, 1.631, -2.346], [2.203, 2.713, -1.201], [2.384, 1.080, 0.269], [1.440, 0.178, -0.665]]}

Q.
{"formula": "C2H11N3", "method": "ωB97M-V/def2-TZVPD", "total_charge": 0, "lumo_energy_ev": 1.05, "molar_mass_g_mol": 77.13, "elements": ["C", "C", "H", "H", "H", "H", "H", "H", "N", "N", "N", "H", "H", "H", "H", "H"], "coordinates": [[-2.199, -0.225, -0.228], [-1.736, 0.787, 0.812], [-2.704, -1.061, 0.254], [-2.884, 0.229, -0.943], [-2.590, 1.147, 1.386], [-1.313, 1.669, 0.332], [-0.904, 0.344, 1.454], [-1.344, -0.623, -0.771], [1.474, -0.335, 0.327], [1.111, -0.805, -0.960], [2.807, 0.123, 0.468], [0.860, 0.461, 0.564], [1.348, -0.145, -1.707], [1.564, -1.696, -1.141], [3.066, 0.796, -0.259], [3.444, -0.667, 0.412]]}

Quick one: most stable of them? P

P.
{"formula": "C7H7N", "method": "ωB97M-V/def2-TZVPD", "total_charge": 0, "lumo_energy_ev": -0.03, "molar_mass_g_mol": 105.14, "elements": ["C", "C", "C", "C", "C", "C", "C", "N", "H", "H", "H", "H", "H", "H", "H"], "coordinates": [[0.032, 1.341, 0.540], [-1.177, 1.961, 0.434], [1.464, -0.357, -0.812], [0.143, 0.154, -0.339], [-2.010, 1.408, -0.594], [1.221, -1.065, 0.219], [-1.224, 0.104, -1.082], [1.141, -1.929, 1.217], [0.814, 1.710, 1.273], [-1.344, 2.968, 0.992], [2.120, -0.358, -1.671], [-1.223, -0.153, -2.190], [-1.736, -0.821, -0.752], [0.380, -2.124, 1.910], [1.399, -2.838, 0.856]]}

Q.
{"formula": "C7H7N", "method": "ωB97M-V/def2-TZVPD", "total_charge": 0, "lumo_energy_ev": 0.94, "molar_mass_g_mol": 105.14, "elements": ["C", "C", "C", "C", "C", "C", "C", "H", "H", "H", "H", "H", "H", "H", "N"], "coordinates": [[1.615, 2.308, -3.851], [1.631, 1.709, -2.819], [-1.618, 0.111, 1.617], [-1.235, -1.134, 2.145], [-0.022, -1.758, 1.779], [0.607, -1.357, 0.582], [0.037, -0.192, -0.027], [1.318, 3.210, -4.627], [1.851, 1.106, -1.977], [-2.330, 0.868, 2.128], [-1.735, -1.447, 3.110], [0.277, -2.740, 2.314], [1.409, -2.083, 0.227], [0.349, 0.122, -1.026], [-1.032, 0.406, 0.471]]}

R.
{"formula": "C7H7N", "method": "ωB97M-V/def2-TZVPD", "total_charge": 0, "lumo_energy_ev": 0.62, "molar_mass_g_mol": 105.14, "elements": ["C", "C", "C", "C", "C", "C", "C", "H", "H", "H", "H", "H", "H", "H", "N"], "coordinates": [[1.889, 0.823, 0.188], [2.021, -0.741, -0.135], [0.504, -0.647, -0.166], [-0.626, -1.393, -0.007], [-1.914, 0.515, -0.137], [-0.873, 1.491, -0.034], [0.384, 0.841, -0.068], [2.507, 1.817, -0.386], [2.163, 1.052, 1.248], [2.453, -1.125, -1.037], [2.282, -1.649, 0.779], [-0.620, -2.594, 0.302], [-2.864, 0.977, 0.085], [-1.136, 2.602, 0.030], [-1.871, -0.917, 0.161]]}

Quick one: most stable of them? Q